{"formula": "C10H8F6FeN3O9S2", "method": "the ωB97M-V functional and the def2-TZVPD basis", "species": ["Fe", "N", "N", "C", "O", "O", "H", "H", "H", "O", "C", "C", "C", "C", "C", "C", "C", "O", "O", "H", "H", "H", "H", "H", "F", "C", "F", "F", "S", "O", "O", "N", "S", "O", "O", "C", "F", "F", "F"], "coordinates": [[0.0262, 1.3400, -0.1845], [2.0672, 1.1317, 0.3575], [2.5773, 2.3677, 0.7694], [1.7802, 3.4829, 0.5259], [2.2223, 4.5952, 0.6199], [0.5606, 3.1057, 0.2236], [1.9994, 0.4896, 1.1382], [2.6131, 0.7187, -0.3901], [3.5709, 2.5182, 0.7904], [-0.7852, 1.2839, 2.0665], [-1.6256, 0.1539, 2.1993], [-1.3217, -0.7693, 3.1799], [-2.1222, -1.8871, 3.3340], [-3.2141, -2.0938, 2.5011], [-3.4944, -1.1792, 1.4972], [-2.7067, -0.0472, 1.3539], [-2.9849, 0.9191, 0.2049], [-4.1216, 1.2090, -0.0571], [-1.8935, 1.3860, -0.3773], [-1.3211, 2.0679, 1.8673], [-0.4510, -0.6092, 3.8054], [-1.8876, -2.6081, 4.1065], [-3.8391, -2.9682, 2.6221], [-4.3226, -1.3229, 0.8164], [2.6432, -3.1260, -1.3525], [2.3867, -2.0118, -0.7237], [3.1393, -1.0127, -1.2145], [2.7308, -2.1632, 0.5633], [0.5829, -1.4657, -0.7244], [0.5034, -0.7796, 0.5642], [-0.2322, -2.6091, -0.9205], [0.4424, -0.2743, -1.7727], [0.4552, -0.8270, -3.3206], [-0.8281, -0.9797, -3.9061], [1.4111, -1.8900, -3.3900], [1.2237, 0.6755, -4.0782], [0.4046, 1.7120, -3.8601], [2.3852, 0.9322, -3.4669], [1.4259, 0.5354, -5.3675]], "forces_ev_per_a": [[-1.46, -0.16, 0.52], [0.51, 0.53, 0.38], [0.24, 0.15, 0.12], [0.71, -0.28, 0.02], [-0.36, -0.02, 0.01], [-1.33, 0.08, -0.69], [0.31, -0.07, 0.05], [0.09, -0.01, -0.01], [0.15, -0.14, -0.03], [0.15, -0.39, -0.53], [-0.15, -0.01, 0.14], [0.31, 0.25, 0.14], [-0.08, -0.15, -0.02], [-0.01, 0.04, -0.11], [-0.05, -0.01, 0.27], [0.36, 0.52, -0.76], [-0.29, -0.58, 1.15], [0.35, 0.17, -0.56], [1.26, 0.23, -0.38], [-0.01, -0.04, 0.22], [-0.10, 0.03, 0.03], [0.01, 0.03, -0.01], [0.04, -0.02, 0.00], [-0.01, 0.03, 0.02], [-0.19, 0.02, -0.11], [0.14, 0.00, 0.42], [0.08, -0.19, -0.20], [-0.05, -0.03, -0.08], [-0.05, -0.63, 0.33], [-0.59, 0.23, -0.19], [0.18, -0.04, -0.15], [-0.21, -0.02, 0.42], [0.10, 0.08, -0.73], [-0.06, 0.27, 0.16], [0.06, 0.08, -0.10], [-0.14, 0.42, 0.54], [0.09, -0.09, -0.07], [0.03, -0.05, -0.10], [-0.04, -0.21, -0.11]], "nbo_charge": [1.94, -0.71, -0.51, 0.87, -0.59, -0.81, 0.41, 0.41, 0.40, -0.73, 0.36, -0.27, -0.18, -0.21, -0.14, -0.24, 0.78, -0.55, -0.83, 0.51, 0.23, 0.22, 0.22, 0.24, -0.27, 0.75, -0.33, -0.31, 2.23, -1.00, -0.85, -1.30, 2.24, -0.86, -0.92, 0.73, -0.31, -0.32, -0.28], "spin_multiplicity": 6, "charge": 0, "lumo_ev": [0.0, -3.1], "energy_ha": -3886.5824, "e_above_lowest_kcal_mol": 20.7, "homo_lumo_gap_ha": [0.364, 0.250], "s_squared": 8.760}



{"formula": "C10H8FNO3", "method": "the ωB97M-V functional and the def2-TZVPD basis", "species": ["C", "C", "C", "C", "C", "C", "C", "C", "C", "C", "N", "O", "O", "O", "F", "H", "H", "H", "H", "H", "H", "H", "H"], "coordinates": [[-3.1540, -0.4450, -2.7162], [-1.9733, -0.6454, -2.5892], [-0.2512, 1.6461, -2.3714], [0.7167, 2.6502, -2.2911], [1.5769, 0.1120, -1.8825], [0.2251, 0.3047, -2.1360], [2.0496, 2.3201, -2.0449], [0.9554, -0.5349, 0.9598], [1.6343, 0.2475, 1.9978], [-0.6118, -0.8504, -2.3142], [2.4894, 1.0806, -1.8299], [1.5338, -1.6336, 0.4518], [-0.1411, -1.9909, -2.1457], [-0.1406, -0.2264, 0.5228], [3.0590, 3.1863, -2.0947], [-4.1256, -0.1526, -2.9785], [-1.2847, 1.8860, -2.6964], [0.5049, 3.6084, -2.6098], [1.8952, -0.8559, -1.5482], [0.8962, 0.2183, 2.7984], [2.6194, -0.2136, 2.2520], [1.7420, 1.1954, 1.7218], [0.9865, -2.0902, -0.2354]], "forces_ev_per_a": [[1.36, 0.02, -0.27], [-2.27, 0.14, -0.25], [1.40, -1.10, 0.06], [0.37, -1.39, -0.08], [0.01, 0.60, 0.56], [-0.29, 2.84, -1.12], [0.39, -2.10, -0.12], [-2.33, -0.67, -2.33], [0.76, -4.59, 1.67], [1.77, -2.64, 1.24], [-0.77, 0.60, 0.04], [1.06, -0.61, 0.59], [-0.86, 1.18, -0.34], [0.30, 0.31, 0.78], [-0.70, 0.68, 0.02], [-0.77, -0.01, 0.06], [0.85, -0.34, 0.46], [-0.54, 2.02, -0.23], [0.34, -0.23, -0.64], [0.43, 0.05, 0.48], [-0.90, 0.48, 0.13], [0.48, 3.97, -1.35], [-0.08, 0.81, 0.66]], "nbo_charge": [-0.12, -0.10, -0.08, -0.34, 0.11, -0.21, 0.60, 0.80, -0.71, 0.49, -0.45, -0.70, -0.55, -0.63, -0.30, 0.24, 0.24, 0.23, 0.22, 0.25, 0.23, 0.24, 0.52], "charge": 0, "lumo_ev": -0.8, "energy_ha": -766.1248, "homo_lumo_gap_ha": 0.328}



{"formula": "C10H8N2O2", "method": "the ωB97M-V functional and the def2-TZVPD basis", "species": ["N", "N", "O", "O", "C", "C", "C", "C", "C", "C", "C", "C", "C", "C", "H", "H", "H", "H", "H", "H", "H", "H"], "coordinates": [[0.1698, -0.2183, 1.2766], [0.8440, 0.4337, 0.3953], [0.5811, -0.3687, 5.9677], [0.1190, -0.4659, 3.6625], [0.7040, 0.0077, 2.5349], [0.8367, 0.0036, 4.6927], [1.8194, 0.7438, 2.8645], [1.9151, 0.7417, 4.2996], [-0.3400, 1.0138, -3.5803], [0.9437, 1.3641, -3.1185], [-1.2415, 0.4289, -2.7144], [1.3033, 1.1968, -1.7796], [-0.8739, 0.2053, -1.3963], [0.3836, 0.5819, -0.9179], [-0.2669, -0.8775, 5.9555], [2.4838, 1.2828, 2.2050], [2.6647, 1.1623, 4.9699], [-0.5820, 1.2100, -4.6084], [1.6895, 1.8148, -3.8137], [-2.1955, 0.1085, -3.0880], [2.2968, 1.5514, -1.4538], [-1.6128, -0.2787, -0.7114]], "forces_ev_per_a": [[0.19, 1.23, -1.55], [-0.65, -0.60, 2.08], [-1.71, -0.72, -0.99], [-0.83, -0.49, 0.60], [2.01, 1.05, -0.95], [1.41, 0.16, 0.68], [0.00, 0.19, 1.04], [-0.42, -0.24, -0.60], [1.31, 0.29, 0.27], [0.21, 0.46, -0.32], [0.43, -0.04, 0.19], [-0.02, 0.06, -0.77], [-0.98, -0.63, 0.83], [-0.03, -0.43, -0.16], [0.88, 0.50, 0.24], [-0.26, -0.27, -0.09], [-0.36, -0.10, -0.42], [-0.17, -0.06, -0.26], [-0.79, -0.38, 0.57], [-0.36, -0.01, 0.07], [-0.75, -0.45, 0.09], [0.90, 0.49, -0.54]], "nbo_charge": [-0.17, -0.19, -0.65, -0.41, 0.32, 0.59, -0.23, -0.39, -0.20, -0.21, -0.21, -0.19, -0.21, 0.07, 0.49, 0.24, 0.24, 0.21, 0.22, 0.22, 0.23, 0.23], "charge": 0, "lumo_ev": -0.6, "energy_ha": -645.7771, "e_above_lowest_kcal_mol": 26.2, "homo_lumo_gap_ha": 0.264}



{"formula": "C10H8NO3S", "method": "the ωB97M-V functional and the def2-TZVPD basis", "species": ["C", "C", "C", "C", "C", "C", "C", "C", "C", "C", "N", "O", "O", "O", "S", "H", "H", "H", "H", "H", "H", "H", "H"], "coordinates": [[-3.0634, -1.6007, -0.9453], [-2.3192, -2.3048, 0.0696], [-2.5891, -0.3615, -1.4277], [-1.1369, -1.7297, 0.4804], [-1.3767, 0.1682, -1.0618], [-0.5220, -0.5984, -0.0732], [2.5018, 1.5469, 1.5802], [1.9146, -0.2278, 0.2052], [-0.9658, 1.4579, -1.5236], [1.4675, 0.7612, 1.1398], [3.8023, 1.7378, 1.0351], [0.8445, -0.7077, -0.4909], [3.0253, -0.6979, 0.0550], [-1.6909, 2.3319, -1.9953], [-0.2861, 0.8606, 1.4625], [-4.0025, -1.9318, -1.3707], [-2.6421, -3.2603, 0.5429], [-3.3028, 0.1468, -2.1268], [-0.5162, -2.4353, 1.0308], [2.3148, 2.2442, 2.3344], [0.0995, 1.6982, -1.3082], [4.3104, 1.9880, 1.8718], [4.1330, 0.9140, 0.5157]], "forces_ev_per_a": [[0.19, 0.19, 0.46], [-0.58, 1.43, -1.15], [-1.73, -1.37, -0.09], [0.27, -3.16, 0.27], [0.72, -1.20, 0.55], [-1.03, 3.31, -1.37], [-0.98, -0.61, -1.56], [-1.89, -1.49, -0.38], [0.18, 0.96, 0.51], [1.75, 1.82, 1.30], [-1.22, -0.78, 0.92], [0.64, -1.09, -0.42], [-0.31, 0.36, -0.56], [0.29, -0.50, -0.28], [1.68, -0.38, 0.09], [-0.02, -0.33, 0.32], [0.20, 0.85, -0.62], [1.18, -0.12, 0.60], [0.22, 0.58, 0.47], [-0.44, 1.17, 1.11], [-0.12, 0.01, -0.23], [1.04, -0.11, -0.54], [-0.04, 0.47, 0.61]], "nbo_charge": [-0.39, -0.16, -0.12, -0.39, -0.34, 0.34, 0.05, 0.76, 0.41, -0.39, -0.81, -0.54, -0.64, -0.62, -0.04, 0.19, 0.20, 0.21, 0.20, 0.17, 0.10, 0.36, 0.41], "charge": -1, "lumo_ev": 3.2, "energy_ha": -1064.5174, "e_above_lowest_kcal_mol": 17.2, "homo_lumo_gap_ha": 0.232}



{"formula": "C10H8O", "method": "the ωB97M-V functional and the def2-TZVPD basis", "species": ["C", "C", "C", "C", "C", "C", "C", "C", "C", "C", "H", "H", "H", "H", "H", "H", "H", "H", "O"], "coordinates": [[-2.6263, -0.7248, 1.5110], [-1.7368, 0.2429, 2.0824], [-0.5954, 0.5568, 1.3824], [-0.2600, -0.0445, 0.2342], [-1.1293, -0.9788, -0.3477], [-2.3990, -1.3037, 0.2389], [0.9731, 0.3616, -0.4365], [2.1105, -0.4155, -0.8379], [2.9074, 0.4355, -1.5534], [2.2744, 1.6311, -1.6743], [-3.4956, -1.0495, 2.1152], [-2.2488, 0.5925, 3.1165], [0.0974, 1.3565, 1.8731], [-0.7440, -1.4604, -1.5086], [-3.0030, -2.2709, -0.2912], [2.3955, -1.5566, -0.6924], [3.7625, 0.3650, -2.0402], [2.5660, 2.7262, -2.2232], [1.1513, 1.5364, -0.9482]], "forces_ev_per_a": [[-0.10, -0.24, -0.25], [-3.82, -1.49, 1.26], [0.81, 3.35, 4.26], [-0.12, -0.74, -2.18], [-0.07, -1.41, -3.28], [1.26, -2.17, -0.91], [3.05, -4.27, -0.95], [-1.63, -2.87, 1.83], [-1.94, 2.34, -0.20], [0.89, 2.75, -0.79], [0.50, 0.34, -0.57], [2.31, -0.18, -2.45], [-1.12, -1.55, -1.18], [-1.42, 1.44, 3.88], [1.41, 3.23, 1.83], [-1.09, 2.75, 0.04], [3.92, -1.27, -1.82], [-1.11, -3.60, 1.94], [-1.73, 3.57, -0.46]], "nbo_charge": [-0.21, -0.22, -0.17, -0.15, -0.15, -0.24, 0.28, -0.30, -0.33, 0.07, 0.22, 0.24, 0.22, 0.23, 0.24, 0.23, 0.22, 0.22, -0.39], "charge": 0, "lumo_ev": 1.0, "energy_ha": -460.9597, "e_above_lowest_kcal_mol": 93.1, "homo_lumo_gap_ha": 0.340}



{"formula": "C10H8S2", "method": "the ωB97M-V functional and the def2-TZVPD basis", "species": ["C", "C", "C", "C", "C", "C", "C", "C", "C", "C", "S", "S", "H", "H", "H", "H", "H", "H", "H", "H"], "coordinates": [[0.9555, -1.6136, 1.4742], [1.9145, -1.1595, 0.6920], [-0.7911, 0.4771, -1.6873], [-1.6746, 0.0675, -0.6949], [-2.9044, 0.6470, -0.3633], [2.0326, 2.1962, 0.0177], [0.0000, -0.5301, 1.1547], [0.2790, -0.4363, -1.1149], [-0.7951, -0.9244, -0.0465], [1.0915, -0.0629, 0.1837], [-3.9594, 0.2616, 0.8264], [1.7406, 3.2292, 1.1382], [0.8546, -2.5909, 1.9546], [2.8981, -1.4711, 0.3815], [-0.9285, 1.1078, -2.4875], [-2.9665, 1.6036, -0.8087], [2.7640, 2.2333, -0.8592], [-0.3530, 0.1225, 2.0410], [0.9580, -1.1956, -1.7301], [-1.1159, -1.9618, -0.0717]], "forces_ev_per_a": [[0.37, -1.60, 0.86], [1.55, 0.45, -0.71], [-0.61, -2.89, 4.09], [1.43, 0.69, -1.90], [-1.11, 0.36, 1.89], [0.19, -3.31, -0.97], [-0.74, 2.15, 2.09], [2.26, -1.98, -0.26], [-1.05, -1.08, -1.22], [1.03, 3.66, -1.30], [0.53, -0.19, -0.66], [-0.15, 0.64, 0.37], [-0.12, 0.46, 0.17], [0.08, -0.34, 0.02], [0.14, 1.45, -1.67], [-0.78, 0.99, -0.88], [-1.15, 0.02, 1.13], [0.13, -1.05, -1.73], [-1.83, 1.69, 0.78], [-0.16, -0.09, -0.10]], "nbo_charge": [-0.15, -0.25, -0.08, -0.08, -0.27, -0.37, -0.31, -0.28, -0.22, 0.11, 0.03, 0.15, 0.22, 0.21, 0.21, 0.19, 0.20, 0.24, 0.22, 0.23], "charge": 0, "lumo_ev": [-1.0, -1.0], "energy_ha": -1181.8950, "e_above_lowest_kcal_mol": 135.2, "homo_lumo_gap_ha": [0.233, 0.233]}



{"formula": "C10H9AsBCl5F2ORuS", "method": "the ωB97M-V functional and the def2-TZVPD basis", "species": ["Ru", "Cl", "C", "C", "C", "Cl", "C", "Cl", "C", "Cl", "C", "Cl", "F", "B", "F", "C", "As", "C", "C", "S", "H", "H", "H", "H", "H", "H", "H", "H", "H", "O", "C"], "coordinates": [[-0.4647, -1.7463, -0.6614], [1.8875, -1.8448, -1.9226], [2.1581, -2.1966, -0.2173], [1.0133, -2.3229, 0.5254], [1.0660, -2.5416, 1.8769], [-0.4064, -2.6077, 2.7656], [2.3137, -2.6663, 2.4898], [2.3958, -2.9335, 4.1748], [3.4831, -2.5558, 1.7265], [5.0157, -2.7048, 2.4800], [3.4133, -2.3134, 0.3556], [4.8037, -2.1597, -0.6257], [-3.0971, -0.2267, 0.0705], [-2.6053, -1.4061, -0.2383], [-3.4433, -2.4128, -0.3305], [-0.5442, 3.4889, 0.8665], [-0.9467, 2.3664, -0.6182], [-2.8390, 2.4697, -0.8490], [-0.1806, 3.2015, -2.1493], [0.0521, 0.5308, -0.2978], [-0.9461, 4.4771, 0.6425], [0.5337, 3.5442, 0.9986], [-1.0102, 3.0881, 1.7635], [-3.0652, 3.5253, -1.0004], [-3.3399, 2.0982, 0.0364], [-3.1463, 1.8915, -1.7153], [-0.6268, 4.1935, -2.2227], [-0.4046, 2.6225, -3.0420], [0.8959, 3.2798, -2.0180], [-1.1105, -4.5851, -1.6186], [-0.8551, -3.5532, -1.2455]], "forces_ev_per_a": [[-1.06, 0.31, -1.19], [0.11, -0.12, 0.31], [0.11, -0.16, -0.05], [-0.55, 0.04, 0.01], [0.13, -0.03, 0.15], [-0.06, 0.00, -0.08], [-0.03, -0.01, 0.03], [0.05, -0.02, 0.02], [0.10, -0.03, 0.19], [-0.08, 0.00, -0.05], [0.01, 0.05, -0.28], [0.05, 0.00, 0.06], [-0.05, 0.13, 0.01], [0.97, -0.79, 0.33], [-0.11, -0.01, -0.03], [0.00, 0.17, 0.08], [-0.26, 0.08, 0.05], [-0.10, -0.04, -0.06], [0.00, 0.15, -0.12], [0.70, 0.05, 0.19], [0.04, 0.03, 0.10], [0.00, -0.02, 0.01], [0.01, -0.01, 0.00], [-0.04, -0.02, -0.02], [-0.05, 0.02, 0.06], [-0.03, 0.00, -0.04], [0.08, 0.03, -0.11], [0.00, -0.01, 0.01], [0.00, -0.01, 0.00], [0.03, -0.04, -0.06], [0.04, 0.26, 0.47]], "nbo_charge": [0.22, 0.10, -0.01, -0.10, -0.10, 0.07, -0.06, 0.11, -0.08, 0.10, -0.11, 0.10, -0.50, 1.15, -0.48, -0.97, 1.52, -0.96, -0.97, -0.62, 0.25, 0.27, 0.26, 0.26, 0.27, 0.26, 0.25, 0.26, 0.27, -0.38, 0.62], "spin_multiplicity": 2, "charge": 1, "lumo_ev": [-5.1, -5.3], "energy_ha": -5715.9375, "e_above_lowest_kcal_mol": 18.8, "homo_lumo_gap_ha": [0.253, 0.243], "s_squared": 0.760}



{"formula": "C10H9ClINOPb", "method": "the ωB97M-V functional and the def2-TZVPD basis", "species": ["Pb", "C", "H", "H", "H", "H", "H", "Cl", "C", "C", "C", "I", "C", "O", "C", "N", "C", "C", "C", "C", "H", "H", "H", "H"], "coordinates": [[1.2792, 2.8379, 0.5884], [3.4970, -0.4466, -0.7113], [4.0114, -0.0591, -1.6284], [4.1213, -0.0655, 0.1166], [2.4362, -0.0869, -0.5680], [3.3630, -1.5895, -0.5953], [4.2290, -2.1151, -1.0712], [-3.6904, -2.0098, -0.4272], [-2.5075, -0.7846, -0.6466], [-2.4635, -0.1116, -1.8719], [-1.6428, 1.0209, -2.0323], [-1.9329, 2.1770, -3.7424], [-0.7854, 1.3946, -0.9936], [-0.0939, 2.4789, -1.0173], [-0.7720, 0.6233, 0.2056], [0.0559, 1.0848, 1.2041], [0.1423, 0.4266, 2.4045], [-0.7582, -0.5851, 2.6884], [-1.6110, -1.0883, 1.7000], [-1.6397, -0.4502, 0.4433], [-3.1097, -0.4143, -2.6721], [0.9196, 0.7322, 3.1037], [-0.8051, -1.0026, 3.7000], [-2.2428, -1.9672, 1.8231]], "forces_ev_per_a": [[0.79, 0.87, 0.21], [-1.02, 1.53, 0.79], [-0.96, -0.87, 0.52], [-0.40, -0.47, -0.09], [0.99, 0.15, -0.43], [0.37, 1.22, -0.33], [0.97, -1.56, -0.45], [-0.28, -0.54, 0.04], [0.57, 0.57, -0.65], [0.36, 0.01, 1.57], [-0.18, -0.71, 0.35], [0.31, -0.05, 0.25], [-0.82, 0.13, -0.42], [0.55, 0.71, -0.73], [0.15, 0.39, 1.10], [0.41, -1.54, 0.93], [-0.73, 0.77, -1.55], [-0.59, -1.12, 0.12], [0.32, 0.45, 0.22], [-0.58, -0.39, -1.05], [-0.28, -0.12, -0.13], [-0.35, 0.17, -0.15], [0.28, 0.00, -0.49], [0.11, 0.38, 0.36]], "nbo_charge": [0.85, -0.83, 0.24, 0.22, 0.22, 0.19, -0.05, 0.01, -0.09, -0.21, -0.26, 0.17, 0.37, -0.81, 0.09, -0.59, 0.03, -0.25, -0.14, -0.09, 0.24, 0.21, 0.23, 0.24], "charge": 0, "lumo_ev": [-0.8, -1.0], "energy_ha": -1467.0349, "e_above_lowest_kcal_mol": 13.7, "homo_lumo_gap_ha": [0.190, 0.252]}